1.
The following is a quantum chemistry calculation of a 7-piece molecular cluster, C15H43O7 overall, from the OMol25 dataset.

* total charge: -1
* orbital gap: 4.699 eV
* LUMO level: 2.354 eV

Geometry as XYZ:
```
65
Properties=species:S:1:pos:R:3:nbo_charge:R:1
C 0.4174 0.0203 -1.9999 -0.643
C 1.5863 0.8455 -1.3485 0.143
C 2.5213 -0.0751 -0.4054 -0.680
O 2.4094 1.5421 -2.2530 -0.958
H 0.0936 0.5803 -2.8772 0.200
H -0.4709 -0.0773 -1.3759 0.147
H 0.7588 -0.9678 -2.3084 0.182
H 1.0452 1.5003 -0.6655 0.062
H 1.9885 -0.2929 0.5202 0.155
H 3.2997 0.6509 -0.1709 0.221
H 2.9025 -0.9000 -1.0073 0.189
C -2.2572 3.9235 -1.4370 -0.625
C -2.1399 2.6885 -2.3661 0.101
C -3.4573 2.1280 -2.9375 -0.637
O -1.1780 2.9858 -3.4226 -0.734
H -1.2864 4.2781 -1.0908 0.235
H -2.8304 3.6197 -0.5611 0.202
H -2.9424 4.6566 -1.8626 0.197
H -1.6666 1.8874 -1.7983 0.173
H -3.3179 1.1346 -3.3638 0.210
H -4.0085 2.8025 -3.5927 0.205
H -4.0457 1.9286 -2.0419 0.196
H -1.0913 2.2866 -4.0745 0.472
C 0.0354 -3.5462 2.1205 -0.619
C -0.7610 -3.0272 0.9057 0.089
C -0.5215 -3.7214 -0.3989 -0.646
O -2.1526 -3.1520 1.2577 -0.748
H -0.3700 -4.5516 2.2349 0.202
H -0.0064 -3.0202 3.0742 0.213
H 1.0753 -3.5635 1.7943 0.208
H -0.5857 -1.9515 0.9245 0.175
H -0.8020 -4.7745 -0.4148 0.206
H 0.5095 -3.5557 -0.7118 0.221
H -1.1991 -3.4036 -1.1914 0.218
H -2.6370 -2.8972 0.4690 0.476
C -0.1542 1.0523 2.0012 -0.639
C -0.7185 1.7956 3.1855 0.108
C 0.3332 2.5179 4.1538 -0.635
O -1.4476 2.8654 2.7004 -0.729
H -0.9964 0.7224 1.3929 0.216
H 0.3633 0.1463 2.3165 0.207
H 0.5565 1.6622 1.4434 0.225
H -1.3836 1.1392 3.7466 0.167
H -0.1174 2.9097 5.0657 0.210
H 0.9241 3.2110 3.5551 0.203
H 1.0186 1.7886 4.5856 0.192
H -0.8881 3.4249 2.1568 0.465
C 3.2513 -3.4332 -2.9086 -0.238
O 2.2914 -2.7670 -3.6499 -0.707
H 3.6625 -2.8602 -2.0774 0.172
H 2.8174 -4.3695 -2.5577 0.149
H 4.1519 -3.6028 -3.4988 0.159
H 1.4355 -3.1754 -3.5008 0.464
C 4.5377 0.9334 2.8013 -0.274
O 5.4999 1.7860 2.0854 -0.718
H 4.0881 0.2595 2.0721 0.211
H 5.1780 0.2153 3.3136 0.155
H 3.7816 1.3523 3.4654 0.170
H 5.8605 2.4278 2.7016 0.454
C -3.5826 -0.8261 -0.1837 -0.285
O -4.0987 -2.0340 -0.7247 -0.748
H -2.6853 -0.3869 -0.6197 0.191
H -4.2223 0.0477 -0.3075 0.170
H -3.4708 -0.8801 0.8992 0.191
H -4.9007 -1.9041 -1.2362 0.483
```

2.
The following is a quantum chemistry calculation of C15H44BO7V as an isolated structure, from the OMol25 dataset.

* total charge: +1
* orbital gap (spin up / spin down): 7.897 / 1.395 eV
* spin multiplicity: 2
* LUMO level (spin up / spin down): -3.464 / -9.964 eV

Geometry as XYZ:
```
68
Properties=species:S:1:pos:R:3:lowdin_spin:R:1
O 0.6490 1.7987 0.1334 0.014
V 0.4720 0.6461 1.1113 -0.007
O -0.5508 -0.5619 0.7411 0.015
B 1.3236 0.8773 3.0701 0.000
H 1.0846 1.8255 2.6140 0.000
H 0.4358 0.2681 2.9996 0.000
H 2.0767 0.3981 2.4639 0.000
H 1.5935 1.0208 4.1049 0.000
C 2.7414 3.7548 -3.4372 0.021
C 1.3079 4.2043 -3.5243 0.134
C 0.8141 4.4825 -2.1360 0.145
O 1.4237 5.4406 -4.2371 0.606
H 3.3618 4.2788 -2.7101 0.004
H 3.0858 3.8073 -4.4700 0.001
H 2.7071 2.7171 -3.1054 0.006
H 0.6219 3.5129 -4.0137 0.037
H 1.4815 5.1736 -1.6210 0.000
H 0.7911 3.5293 -1.6079 0.020
H -0.1336 4.9657 -1.8984 0.000
H 0.4920 5.5935 -4.4110 0.005
C -3.9565 1.3918 1.8250 0.000
C -3.0279 2.1541 0.9086 0.000
C -3.3965 3.6230 0.6544 0.000
O -1.7191 1.9588 1.4372 0.000
H -5.0245 1.5903 1.7355 0.000
H -3.8076 1.5923 2.8860 0.000
H -3.6741 0.3391 1.8122 0.000
H -2.9822 1.5737 -0.0129 0.000
H -2.9497 3.8438 -0.3150 0.000
H -2.8775 4.2423 1.3859 0.000
H -4.4551 3.8540 0.5360 0.000
H -1.6972 2.4579 2.2570 0.000
C -3.2661 -3.5146 2.9013 0.000
C -3.3902 -2.7132 1.6114 0.000
C -2.9887 -3.5310 0.3657 0.000
O -4.7241 -2.2755 1.6087 0.000
H -3.9459 -4.3664 2.9189 0.000
H -3.5313 -2.9338 3.7847 0.000
H -2.2058 -3.6995 3.0735 0.000
H -2.8088 -1.7969 1.7124 0.000
H -3.5899 -4.4368 0.2871 0.000
H -1.9351 -3.7725 0.5060 0.000
H -3.1041 -2.9121 -0.5241 0.000
H -4.7976 -1.3187 1.5817 0.000
C 2.8863 0.0425 -2.2037 0.000
C 3.3592 -0.0658 -0.6806 0.000
C 3.8038 1.3041 -0.1602 0.000
O 2.1962 -0.4327 -0.0070 0.000
H 2.0921 0.7770 -2.3370 0.000
H 2.5062 -0.9373 -2.4931 0.000
H 3.8151 0.2255 -2.7440 0.000
H 4.1084 -0.8372 -0.5027 0.000
H 4.8820 1.4011 -0.2879 0.000
H 3.6255 1.4485 0.9054 0.000
H 3.2730 2.0278 -0.7788 0.000
H 1.9155 -1.2394 -0.4450 0.000
C 0.4575 -4.8291 -1.1982 0.000
C 1.0356 -3.9529 -0.1185 0.000
C 2.0303 -4.6259 0.9079 0.000
O 1.8054 -2.9782 -0.8135 0.000
H 1.2955 -5.2481 -1.7552 0.000
H -0.2044 -4.3476 -1.9180 0.000
H -0.0532 -5.7139 -0.8185 0.000
H 0.2355 -3.4090 0.3837 0.000
H 2.1587 -3.8644 1.6772 0.000
H 2.9983 -4.7259 0.4170 0.000
H 1.6039 -5.5142 1.3739 0.000
H 2.2501 -3.5882 -1.4065 0.000
```

3.
The following is a quantum chemistry calculation of a 9-piece molecular cluster, C15H44F30N4O4P5 overall, from the OMol25 dataset.

* orbital gap (spin up / spin down): 8.451 / 1.941 eV
* spin multiplicity: 2
* LUMO level (spin up / spin down): -1.479 / -7.989 eV

Geometry as XYZ:
```
102
Properties=species:S:1:pos:R:3:lowdin_spin:R:1
C -14.2802 8.3330 -14.2972 0.007
C -13.1639 8.4392 -13.2875 0.023
C -11.7504 8.8976 -13.6913 0.076
O -11.0176 9.3251 -12.5781 0.642
C -10.1177 10.5060 -12.7154 0.091
N -13.8118 9.1390 -12.0015 0.001
H -14.4868 8.6719 -11.4130 0.000
H -13.0995 9.3952 -11.3329 0.000
H -14.1041 10.0895 -12.1780 0.000
H -15.2093 8.0486 -13.8033 0.002
H -13.9829 7.5686 -15.0152 0.001
H -14.5329 9.2249 -14.8705 0.001
H -12.9259 7.4104 -13.0174 0.000
H -11.7397 9.7762 -14.3364 0.015
H -11.3991 8.1023 -14.3486 0.042
H -9.1469 10.2075 -13.1112 0.055
H -9.9653 10.9737 -11.7427 0.009
H -10.4743 11.1200 -13.5424 0.022
C -16.4236 18.1263 -10.9966 0.000
C -17.6621 17.9833 -10.2196 0.000
C -18.8133 17.1973 -10.7889 0.000
O -18.2632 15.9268 -11.1635 0.000
C -19.0857 15.1570 -12.0234 0.000
N -17.2718 17.2888 -8.8132 0.000
H -16.8909 16.3710 -8.9943 0.000
H -16.4804 17.7483 -8.3860 0.000
H -18.0252 17.2568 -8.1412 0.000
H -15.8395 18.9885 -10.6749 0.000
H -16.6946 18.3547 -12.0274 0.000
H -15.8195 17.2272 -11.1185 0.000
H -18.0568 18.9482 -9.9014 0.000
H -19.1765 17.8392 -11.5915 0.000
H -19.6085 16.9930 -10.0720 0.000
H -19.3165 15.7156 -12.9304 0.000
H -20.0350 14.8591 -11.5782 0.000
H -18.6131 14.2624 -12.4290 0.000
C -14.2282 13.3985 -5.3192 0.000
C -14.9759 13.5544 -3.8854 0.000
C -16.4173 14.2032 -3.9213 0.000
O -17.1625 14.0023 -2.7351 0.000
C -18.4014 14.6725 -2.6680 0.000
N -15.2389 12.1137 -3.4533 0.000
H -15.9935 12.1290 -2.7821 0.000
H -15.6779 11.5265 -4.1479 0.000
H -14.4258 11.6559 -3.0668 0.000
H -13.4751 12.6234 -5.1767 0.000
H -13.9028 14.3615 -5.7126 0.000
H -14.8540 13.0285 -6.1314 0.000
H -14.2739 13.9273 -3.1397 0.000
H -16.9565 13.9741 -4.8405 0.000
H -16.1854 15.2612 -4.0434 0.000
H -19.1028 14.3016 -3.4154 0.000
H -18.2471 15.7309 -2.8778 0.000
H -18.6770 14.6644 -1.6134 0.000
C -12.6514 14.9772 -11.9826 0.001
C -12.2507 13.7778 -11.2122 0.001
O -12.0512 12.6656 -11.7268 0.010
N -12.1534 13.9622 -9.7021 0.001
H -11.1627 13.8730 -9.5272 0.000
H -12.3721 14.9080 -9.4234 0.000
C -12.8789 12.8166 -8.9234 0.000
H -12.6647 14.7316 -13.0445 0.000
H -11.8885 15.6910 -11.6721 0.000
H -13.6001 15.3623 -11.6087 0.000
H -13.8238 12.6563 -9.4426 0.000
H -13.1545 12.9412 -7.8762 0.000
H -12.3874 11.8471 -9.0044 0.000
P -13.1620 18.4595 -13.4153 0.000
F -11.7151 19.0911 -13.0372 0.000
F -13.3073 17.9450 -11.9021 0.000
F -13.8781 19.7978 -13.0716 0.000
F -14.6096 17.8108 -13.7094 0.000
F -12.9751 19.0107 -14.9332 0.000
F -12.2653 17.1662 -13.8188 0.000
P -13.4352 16.8509 -7.8798 0.000
F -14.0746 18.3204 -8.2977 0.000
F -14.0812 16.1429 -9.3064 0.000
F -11.9768 17.2566 -8.4838 0.000
F -12.7248 15.4730 -7.4901 0.000
F -12.9101 17.4940 -6.4990 0.000
F -14.8338 16.3243 -7.1594 0.000
P -15.9913 12.1717 -12.6596 0.000
F -17.1507 12.0812 -11.4813 0.000
F -15.9444 13.7669 -12.5140 0.000
F -14.7395 11.7861 -11.7066 0.000
F -14.8760 12.3615 -13.7909 0.000
F -16.2793 10.6742 -13.1531 0.000
F -17.1170 12.4776 -13.7779 0.000
P -12.9136 8.9734 -7.5298 0.000
F -12.8161 10.4596 -6.7676 0.000
F -12.0578 9.5030 -8.8046 0.000
F -11.6771 8.4390 -6.5935 0.000
F -13.1098 7.4808 -8.2874 0.000
F -13.9228 8.3801 -6.3834 0.000
F -14.2505 9.4339 -8.2733 0.000
P -8.1553 14.1353 -9.2131 0.000
F -8.5737 13.6674 -10.7816 0.000
F -7.1222 12.9361 -8.9223 0.000
F -6.8720 15.0735 -9.7272 0.000
F -7.9176 14.6620 -7.7488 0.000
F -9.1171 15.4139 -9.3888 0.000
F -9.5244 13.3228 -8.7071 0.000
```

Number 1: largest force on an atom 2.606 eV/Å. Number 2: largest force on an atom 5.158 eV/Å. Number 3: largest force on an atom 4.963 eV/Å.